Arrangement a

The following is a quantum chemistry calculation of a gas-phase ion, C9H12NO2 (charge +1), from the Open Molecules 2025 dataset.

Positions of all 24 atoms, in Å:
H1 -2.298 -3.061 1.344
O1 -0.473 1.238 -1.082
H2 -0.933 2.626 -2.532
C1 -1.396 1.811 -2.065
H3 -3.151 -0.796 1.110
C2 1.733 0.470 -0.800
H4 -2.441 2.012 -1.651
C3 -0.057 -0.539 1.029
H5 2.005 -0.351 2.555
C4 0.783 0.996 -1.633
C5 -2.472 -1.059 1.823
C6 -1.069 -1.185 1.289
H6 1.755 1.680 -3.155
H7 3.626 -0.309 -0.516
H8 -2.421 -0.545 2.687
H9 -1.292 -2.626 2.820
O2 0.866 1.477 -2.829
H10 -1.518 1.130 -2.863
N1 3.069 0.393 -1.041
C7 1.256 -0.093 0.625
C8 2.229 0.083 1.592
H11 3.267 0.103 1.263
C9 -1.809 -2.316 1.950
H12 3.588 0.435 -1.924

HOMO level (alpha / beta) = -10.4 / -10.4 eV
Charge = +1
Gap between HOMO and LUMO (alpha / beta) = 4.85 / 4.88 eV
LUMO level (alpha / beta) = -5.58 / -5.56 eV

Arrangement b

The following is a quantum chemistry calculation of a gas-phase ion, C9H12NO2 (charge +1), from the Open Molecules 2025 dataset.

Positions of all 24 atoms, in Å:
O1 0.010 1.697 -1.234
C1 -1.680 0.093 0.481
H1 1.128 -0.550 2.171
O2 1.191 1.898 0.638
H2 -0.176 -0.167 -2.456
H3 -3.645 -0.708 0.972
H4 1.427 2.704 0.204
C2 -2.550 -0.822 1.068
C3 0.311 0.828 -2.381
N1 1.613 -0.049 -0.714
H5 2.430 1.278 -2.335
C4 -0.751 -1.535 2.563
H6 2.019 -0.420 -2.876
H7 1.092 -0.952 -0.714
C5 0.532 1.050 -0.158
H8 2.488 -0.254 -0.091
H9 -1.984 0.890 -0.164
C6 -2.091 -1.626 2.095
H10 -0.487 -2.038 3.507
H11 0.120 1.468 -3.290
C7 -0.332 -0.006 0.759
H12 -2.629 -2.445 2.333
C8 0.173 -0.756 1.803
C9 1.789 0.422 -2.183

HOMO level = -12.9 eV
SMILES = O[C@]1(c2ccccc2)[NH2+]CCO1
Charge = +1
Gap between HOMO and LUMO = 9.78 eV
LUMO level = -3.08 eV

Arrangement c

The following is a quantum chemistry calculation of a gas-phase ion, C9H12NO2 (charge +1), from the Open Molecules 2025 dataset.

Positions of all 24 atoms, in Å:
H1 -2.650 -1.732 -0.608
C1 3.243 1.056 0.063
C2 -2.130 -1.014 0.128
H2 -2.685 -0.985 1.046
H3 -0.424 1.869 -0.324
H4 0.725 -2.636 1.251
C3 2.229 0.331 0.688
H5 -2.195 -0.021 -0.407
H6 -0.373 -2.545 -1.407
H7 3.492 2.667 -1.419
C4 1.497 2.466 -0.825
C5 -0.401 -2.469 1.296
H8 1.061 3.318 -1.436
N1 0.969 0.595 0.493
C6 -0.667 -1.311 0.381
H9 2.229 -0.550 1.357
H10 4.248 0.763 0.293
C7 0.564 1.639 -0.165
C8 -0.120 -1.529 -0.990
C9 2.830 2.052 -0.839
O1 0.028 -0.132 1.110
H11 -0.547 -2.214 2.379
O2 0.604 -0.760 -1.674
H12 -1.050 -3.360 0.996

HOMO level = -13.9 eV
SMILES = CC(C)(C=O)O[n+]1ccccc1
Charge = +1
Gap between HOMO and LUMO = 9.78 eV
LUMO level = -4.12 eV

Winner for stability: arrangement b

Arrangement a

The following is a quantum chemistry calculation of a molecular structure, C6H14O, from the Open Molecules 2025 dataset.

Positions of all 21 atoms, in Å:
H1 0.926 -1.447 3.247
C1 -1.177 -0.451 -0.143
H2 1.419 -1.489 1.492
H3 0.816 1.566 -3.255
H4 1.152 3.042 -2.333
H5 0.303 1.910 -0.231
H6 2.054 1.559 -1.986
C2 -0.180 0.021 -1.167
H7 -0.535 -0.340 -2.143
C3 0.015 1.536 -1.226
O1 -0.606 -1.402 1.966
H8 0.750 -2.952 2.296
C4 0.702 -1.850 2.257
H9 -0.623 -0.431 1.366
H10 -2.145 0.039 -0.090
H11 0.803 -0.450 -0.990
C5 1.065 1.952 -2.258
C6 -1.153 -1.775 0.294
H12 -0.313 -2.429 0.060
H13 -0.949 2.005 -1.464
H14 -2.031 -2.292 0.656

HOMO level = -7.6 eV
Gap between HOMO and LUMO = 8.64 eV
LUMO level = 1.00 eV

Arrangement b

The following is a quantum chemistry calculation of 2 unconnected molecules or ions with the total composition C6H14O, from the Open Molecules 2025 dataset.

Positions of all 21 atoms, in Å:
H1 0.017 2.139 2.210
H2 -1.338 0.974 0.702
H3 0.266 -2.427 -2.187
H4 -1.136 1.941 -0.538
C1 0.220 2.352 1.138
H5 1.073 0.693 -1.382
O1 -1.305 -5.502 0.195
H6 1.659 -1.863 -1.341
H7 -0.794 -1.169 0.143
C2 -0.435 1.351 0.147
H8 -0.874 4.214 0.854
C3 -0.017 -0.884 -0.568
H9 0.704 -2.897 -0.403
H10 0.787 4.448 1.263
H11 -1.217 -5.830 -0.702
C4 0.108 3.788 0.683
H12 -0.567 -5.791 0.734
C5 0.587 -2.143 -1.188
H13 1.388 2.272 1.194
H14 0.531 3.934 -0.297
C6 0.342 0.399 -0.657

HOMO level = -9.1 eV
SMILES = C/C=C/CCC.O
Gap between HOMO and LUMO = 9.97 eV
LUMO level = 0.90 eV

Winner for stability: arrangement b